Record 1
93
Properties=species:S:1:pos:R:3:forces:R:3:mulliken_charge:R:1 method="wB97M-V/def2-TZVPD" total_charge=0 e_homo_ev=-8.54 e_tot_ha=-7753.26935 gap_ev=8.7 e_above_lowest_ev=0.069
H -2.19992 2.12232 -4.66722 -0.003 0.007 0.002 0.616
C -1.29050 4.44189 -3.91158 -0.002 -0.001 -0.004 -0.793
C -0.91092 0.04679 -2.93672 0.038 -0.018 -0.041 -0.355
I 1.44848 1.91186 6.20154 0.004 -0.002 -0.006 0.036
H 1.01183 6.48397 -2.50187 0.001 0.000 0.001 0.402
C 0.28978 -4.92991 1.75584 0.012 0.012 -0.009 -0.470
N -0.74836 0.78221 -3.95470 -0.019 0.009 -0.007 -0.644
C 1.18280 -3.50288 -2.15424 -0.018 0.031 -0.049 -0.690
N 0.08765 -2.65864 1.19064 0.024 -0.095 -0.084 0.469
H 0.96458 -0.26131 4.74926 0.012 0.008 0.006 -0.235
C -0.82340 3.21228 -3.45834 -0.012 -0.008 -0.006 0.199
C -4.14158 4.12948 0.39364 0.005 -0.008 -0.010 -0.711
N 3.62841 0.95154 2.61249 0.026 -0.022 -0.011 1.001
C -0.16763 -1.21218 -2.68181 -0.053 0.041 -0.027 0.221
Se -4.99001 1.62841 1.40736 0.002 -0.003 0.031 -0.214
H 3.00341 2.76123 2.73577 0.004 -0.004 0.008 0.370
C -2.96365 -2.97336 4.19616 -0.005 0.012 0.006 -0.728
H 0.74612 -1.21696 -4.61660 -0.002 0.001 0.000 0.585
H -0.69221 -5.39813 1.85029 -0.002 0.002 -0.004 0.351
N 2.48836 0.45925 3.00090 -0.043 0.015 0.014 -0.291
C 3.84424 -1.06839 2.45663 0.026 0.019 0.004 -0.151
C -1.61180 1.95772 -3.76371 0.001 -0.007 0.008 0.155
H -3.57706 6.04816 -0.37561 0.001 0.000 -0.001 0.403
C -2.04716 -3.16636 3.17404 -0.017 -0.010 0.006 -0.288
H 4.94922 0.85228 -0.46181 0.006 0.003 0.001 0.363
N 3.90631 2.30351 2.65493 0.035 0.048 -0.120 -0.698
H 1.97267 -3.35832 -4.14644 0.001 -0.002 0.001 0.449
C -1.88472 4.75334 -0.07136 0.001 0.022 0.004 -0.734
C -0.26822 -3.21412 4.78602 -0.001 0.031 0.000 -0.389
I -1.36740 0.89749 4.26280 0.044 0.023 0.045 0.145
H -5.27870 -1.02409 -3.21009 -0.001 -0.001 -0.001 0.410
H 1.82612 4.28208 -1.65699 0.002 -0.005 0.000 0.374
H 4.52969 1.74342 -1.92335 -0.005 -0.010 -0.008 0.381
H 1.30218 -3.27139 2.75038 -0.001 0.006 -0.006 0.411
C -0.63474 5.61629 -3.57125 -0.001 0.004 0.001 -0.501
C -3.65255 2.88566 0.78724 -0.042 -0.016 -0.089 0.440
H -0.45752 3.21081 0.33024 0.016 0.019 0.004 0.293
C 2.88318 1.38352 -0.63108 0.058 -0.011 -0.033 0.484
Cs 0.13323 0.34608 0.71656 -0.421 0.098 0.234 1.028
C -1.18688 -3.02195 5.81030 0.014 -0.010 -0.006 -0.751
H -0.84684 -2.96448 6.83702 0.003 -0.002 0.002 0.468
C 0.30969 3.17135 -2.65463 -0.001 0.009 0.015 0.012
C 0.28962 -3.37709 0.16864 -0.013 -0.004 0.061 -0.260
H 1.70448 -4.41162 -1.89109 -0.001 -0.002 0.003 0.588
N 2.61014 -0.85548 2.91563 0.035 0.021 -0.054 -0.144
O 2.50706 0.23076 -0.93743 0.031 0.034 -0.092 -0.647
H -3.48744 1.17120 -2.92335 0.002 -0.005 -0.001 0.403
Se -3.81672 -0.33426 1.62257 0.046 -0.011 -0.020 0.200
H 4.02926 3.61368 -0.31385 0.016 0.006 0.011 0.225
C -3.35426 -3.00104 -1.27686 0.023 0.012 0.000 -0.367
H 0.69774 2.22877 -2.28655 0.009 -0.004 -0.002 0.471
C 0.96237 4.34592 -2.30513 0.005 -0.004 -0.015 -0.261
H -5.26051 0.28098 -1.08006 -0.002 -0.003 -0.003 0.411
C 0.65298 -1.73689 -3.67441 0.010 -0.041 0.025 -0.764
H 5.63660 3.28656 -0.48469 -0.009 -0.008 -0.006 0.201
N 4.52172 0.06148 2.26579 0.009 -0.009 0.003 -0.911
H -2.17228 4.48001 -4.54224 0.002 -0.001 -0.002 0.370
H -2.79580 -3.93110 -1.27782 -0.006 -0.004 0.005 0.473
C 1.32672 -2.91215 -3.40222 -0.010 0.002 0.015 -0.782
H -2.64805 2.30765 -1.83324 -0.002 -0.005 -0.008 -0.467
N -3.34872 -2.31616 -0.13527 -0.007 0.001 0.002 -0.143
N 4.75540 2.92529 -0.14294 -0.034 -0.012 0.059 -0.541
C -1.50615 3.49275 0.35110 -0.049 -0.104 -0.096 -0.249
H 1.05862 -5.59496 2.13996 -0.005 -0.002 0.004 0.278
H 4.25965 -2.04036 2.25732 0.000 0.000 0.000 0.479
C 0.31975 0.30886 5.40533 -0.071 -0.059 0.022 -0.294
C 0.30887 -3.51771 2.36310 0.013 0.001 0.003 -0.034
O 2.15767 2.31449 -0.18391 0.090 0.045 0.036 -0.802
C 0.36694 -2.87498 -1.22505 -0.031 -0.041 0.025 -0.309
H -4.01475 -2.86351 3.96054 -0.001 0.001 -0.003 0.455
C 4.37086 1.69492 -0.83965 -0.005 0.005 0.019 -0.877
H 4.32299 2.56504 1.74012 -0.048 -0.075 0.040 0.428
H -1.00245 6.56599 -3.93936 -0.001 -0.001 -0.002 0.390
H -1.13878 5.45071 -0.42520 -0.009 -0.006 0.004 0.572
C -2.53647 -2.90114 5.51614 -0.007 0.004 -0.010 -0.468
C -4.72957 -1.38397 -2.34844 -0.001 -0.003 -0.002 -0.334
C -0.69195 -3.29084 3.46515 0.014 -0.013 -0.027 0.026
N -0.31909 -1.76521 -1.48716 0.114 0.006 0.001 0.633
H -0.04594 -0.29288 6.22712 0.014 0.023 0.012 0.471
C -4.02006 -2.57481 -2.41336 -0.006 0.003 -0.001 -0.769
O -1.80930 0.42699 -1.99354 0.039 0.003 0.012 0.431
C -4.00503 -1.16701 -0.10567 -0.007 -0.016 0.003 0.469
H -5.20278 4.34086 0.42602 0.000 -0.003 -0.002 0.409
C -4.72766 -0.65521 -1.17234 0.006 0.003 -0.001 -0.485
H -3.25374 -2.74272 6.31114 -0.001 -0.001 -0.001 0.400
C -2.51545 1.53628 -2.58765 -0.008 -0.003 -0.002 0.010
H -3.99057 -3.16546 -3.31833 -0.001 -0.003 -0.001 0.425
C 0.49588 5.56924 -2.76653 0.008 -0.008 -0.004 -0.807
N -2.37667 2.55826 0.75930 0.141 0.095 0.133 0.130
H -2.37974 -3.19461 2.14164 0.000 0.006 -0.013 0.644
O 0.54623 -4.69859 0.34989 0.019 0.000 -0.010 -0.430
C -3.23480 5.07476 -0.04827 0.007 -0.005 0.002 -0.643
H 0.79009 -3.29009 5.01129 -0.003 0.000 0.002 0.379

=====

Record 2
88
Properties=species:S:1:pos:R:3:forces:R:3:mulliken_charge:R:1 method="wB97M-V/def2-TZVPD" total_charge=+2 e_homo_ev="-13.34 / -13.33" e_tot_ha=-2637.00894 gap_ev="4.6 / 4.5" e_above_lowest_ev=1.370
C 3.24830 -3.81230 -2.53190 -0.118 -0.003 -0.459 -0.106
H 7.83800 0.28230 -2.33830 -0.086 -0.044 -0.149 0.373
N -0.83410 1.08350 2.47690 0.005 -1.708 0.948 -1.042
H -1.12260 -2.77930 5.54570 -0.052 0.076 0.081 0.459
H 7.38440 -0.52010 2.23410 0.091 -0.006 0.072 0.396
H 8.89550 -1.59060 0.73730 -0.021 -0.072 0.135 0.369
C -1.33450 4.46100 1.25150 0.207 -0.102 -0.542 -0.329
O 3.20760 0.25450 -0.69690 0.372 0.488 -0.865 -0.606
N -0.34130 1.99390 0.38630 0.081 -1.260 0.188 -0.023
C 2.79850 -5.01690 -2.02400 0.008 -0.073 -0.200 -0.595
B 2.28560 -0.17110 0.20450 1.010 -0.281 0.235 0.045
H 8.22600 -1.78950 -0.88500 -0.044 -0.123 -0.084 0.331
C 5.27620 -0.53050 2.09420 -0.417 -0.062 -0.038 -1.988
C -0.81260 2.15510 1.65720 -0.022 1.347 -0.784 0.192
C -0.41720 -4.32160 -2.52240 -0.179 -0.080 -0.063 -0.934
C -2.05420 -3.55390 -0.41280 0.336 0.386 0.004 0.230
H 9.37750 0.97360 -1.86930 0.093 0.000 -0.018 0.432
C 4.43420 0.17110 -0.06680 0.027 -0.455 1.246 0.482
C -0.61790 -1.20220 2.59290 -0.054 -1.349 0.320 0.604
C 4.21580 -0.30260 1.23500 0.429 0.522 -0.901 0.410
H 1.09550 -3.10620 -1.59680 0.058 0.039 0.010 0.529
H 2.36980 -5.74920 -2.68810 -0.140 -0.106 -0.071 0.584
H -2.11980 -5.39930 -3.23810 -0.049 -0.097 -0.064 0.476
C 0.07710 -3.46760 -1.55410 -0.201 0.032 0.653 1.067
C 8.22440 0.27570 -0.19580 0.409 -0.164 0.005 1.941
C 3.96780 -3.14370 -0.35990 -0.023 -0.024 -0.237 0.083
H -0.94560 -4.74090 4.07700 0.019 -0.094 0.032 0.487
C 6.54620 -0.30910 1.59010 -0.113 0.004 -0.057 -0.671
H 2.50440 -6.17860 -0.25080 -0.089 -0.147 0.008 0.492
H 3.01340 -3.59940 2.16410 -0.017 0.038 0.096 0.245
C -1.73210 -4.76270 -2.45900 0.140 0.035 0.035 -1.020
H 0.37530 -2.27280 -4.25990 -0.059 0.144 -0.182 0.247
C -0.85970 -1.36310 3.97380 0.068 0.030 -0.015 -0.564
C -0.86160 4.28550 -0.05020 -0.060 -0.082 0.318 -0.820
C -0.74020 -3.07210 -0.49590 -0.318 -1.174 -1.363 -1.349
C -0.65060 -3.62200 2.29720 0.179 0.161 -0.317 -0.365
H -1.67340 3.45560 3.12870 0.016 -0.052 0.105 0.554
C 6.79100 0.15190 0.28650 -0.350 0.026 -0.053 0.476
C 0.28430 -0.02420 -2.82460 0.272 0.087 -2.002 1.162
H 9.12050 0.67550 1.76430 0.000 -0.059 0.145 0.334
C -1.30690 3.38680 2.11720 0.279 -0.775 -0.058 -0.495
C -0.85950 -3.75380 3.64940 0.019 0.203 -0.134 -0.766
C 8.33070 0.89640 -1.58900 -0.069 -0.060 0.242 -2.026
H -0.38560 0.05300 -4.82780 -0.030 0.094 0.070 0.431
C 3.42050 -4.29950 0.19280 -0.116 -0.046 -0.197 0.404
H 4.47440 -2.44580 0.28460 0.112 0.094 0.067 0.591
S 2.94610 -3.37530 -4.23610 -0.032 0.707 0.383 1.361
C 1.05650 -1.51880 -4.65950 -0.466 -0.101 -0.315 -0.675
O 4.17420 -3.28530 -4.95300 0.185 0.082 0.077 -0.763
H 1.07760 -1.61760 -5.75020 -0.177 0.045 0.114 0.517
C 3.87600 -2.89040 -1.71610 0.102 0.044 0.167 -0.648
C -0.51770 -2.34220 1.73160 -0.094 0.298 1.730 0.181
H 5.83810 0.79810 -1.54600 0.047 0.027 -0.211 0.657
N 2.36200 -1.76210 -4.07860 0.521 -0.736 0.202 -0.129
C 9.04700 1.12820 0.78090 -0.185 0.003 -0.150 -1.661
H -2.68460 -3.22540 0.40150 -0.136 -0.022 0.040 0.567
O 2.85800 -0.51330 1.39520 -0.129 -0.232 0.836 -0.529
C 2.87560 -5.25240 -0.66010 0.155 0.148 0.030 -0.812
O 0.72430 0.91310 -2.11110 0.141 0.415 1.870 -0.657
H 4.27820 -1.99000 -2.15080 0.082 0.217 0.070 0.617
C 0.55410 -0.11220 -4.29450 0.209 -0.369 0.178 -0.957
C -2.54610 -4.38320 -1.40060 -0.005 -0.007 -0.008 -0.867
N -0.31070 -2.08710 0.41210 0.705 2.229 -1.087 0.701
C -0.36350 3.05390 -0.43030 0.132 0.276 -0.604 -0.197
H 9.82970 -1.09220 -0.66580 0.147 -0.023 -0.036 0.463
H 8.60370 2.11480 0.88780 -0.001 0.170 0.045 0.398
Ta 0.14670 -0.16400 -0.24740 -1.966 -0.172 -0.840 2.160
H -0.55990 -4.49220 1.66490 -0.029 -0.030 -0.037 0.606
H 4.43770 -4.62680 2.04330 0.063 -0.015 0.087 0.403
H 2.83320 -5.35040 1.95760 -0.039 -0.087 0.115 0.411
C 8.82750 -1.14330 -0.25000 -0.124 0.253 -0.072 -1.589
H 1.27000 0.66060 -4.57870 -0.115 0.009 0.042 0.333
H -3.57350 -4.71020 -1.35630 -0.066 -0.083 0.024 0.437
H -0.87580 5.09030 -0.76760 0.060 0.069 -0.026 0.465
C -0.96650 -2.62920 4.48900 0.020 0.255 -0.044 -0.744
C 3.42290 -4.48370 1.67600 0.078 -0.070 0.021 -1.615
H 7.91080 1.89920 -1.60350 -0.083 0.146 -0.081 0.418
H 3.06210 -1.15920 -4.49290 0.230 -0.013 -0.025 0.330
H 0.04610 2.89710 -1.42120 -0.079 0.055 0.088 0.574
H 5.12480 -0.89810 3.09540 -0.024 -0.039 0.148 0.549
O -0.39970 -0.90880 -2.24200 -0.452 -0.270 2.039 -0.696
H 10.05620 1.24560 0.39750 0.135 0.018 -0.033 0.470
H -1.70990 5.42130 1.56750 -0.076 0.068 0.077 0.449
H -0.94340 -0.48760 4.59720 0.003 0.069 0.090 0.540
O 1.85910 -4.17240 -4.71550 -0.079 -0.109 -0.004 -0.666
H 0.21930 -4.61700 -3.34290 -0.012 -0.054 -0.018 0.433
C 5.70390 0.42130 -0.54830 -0.122 -0.038 -0.082 -0.377
N -0.53760 -0.03240 1.92310 -0.128 1.560 -0.963 0.816